Run a
Here is a cluster of 2 separate species, C4H8NOS in total from the OMol25 dataset. Energies are from the ωB97M-V functional and the def2-TZVPD basis.

XYZ file:
```
15
Properties=species:S:1:pos:R:3:mulliken_charge:R:1
C 0.88 2.14 0.98 0.793
C 1.46 3.14 1.59 -0.907
C -0.64 -0.93 -1.12 0.975
C 0.04 -2.23 -0.94 -1.258
N -1.53 -0.60 -0.20 -0.348
O 0.41 1.28 0.34 -0.376
S -0.29 0.19 -2.29 -0.122
H 1.73 4.12 1.20 0.260
H 1.77 3.08 2.67 0.222
H 0.05 -2.90 -1.92 0.334
H -0.40 -2.84 -0.22 0.397
H 1.09 -2.05 -0.71 0.354
H -1.76 -1.23 0.50 0.199
H -1.95 0.38 -0.04 0.265
H 0.53 -0.57 -3.06 0.214
```

The total charge is +1. For the LUMO energy, the calculation gives -4.4179 eV. Its HOMO-LUMO gap is 8.16 eV. Its multiplicity is 1.

---

Run b
Here is the ion C4H8NOS with charge +1 from the OMol25 dataset. Energies are from the ωB97M-V functional and the def2-TZVPD basis.

XYZ file:
```
15
Properties=species:S:1:pos:R:3:mulliken_charge:R:1
C -0.37 0.07 -0.34 0.507
C -1.06 -1.25 -0.06 -0.805
C 1.02 0.30 -0.71 -0.198
C -0.68 -0.66 1.20 -0.111
N 1.64 1.36 -1.14 -0.319
O -1.11 1.16 -0.66 -0.537
S 0.56 -1.19 2.27 -0.140
H -2.17 -1.38 -0.36 0.293
H -0.63 -2.19 -0.30 0.318
H 1.58 -0.52 -0.62 0.502
H -1.40 0.04 1.61 0.349
H -1.67 0.91 -1.39 0.367
H 2.60 1.19 -1.32 0.264
H 1.25 2.33 -1.37 0.309
H 0.44 -0.18 3.18 0.201
```

The total charge is +1. Its SMILES is [NH2+]=C[C@@]1(O)C[C@H]1S. For the LUMO energy, the calculation gives -4.5791 eV. Its HOMO-LUMO gap is 8.23 eV. Its multiplicity is 1.

---

Run c
Here is the ion C4H8NOS with charge +1 from the OMol25 dataset. Energies are from the ωB97M-V functional and the def2-TZVPD basis.

XYZ file:
```
15
Properties=species:S:1:pos:R:3:mulliken_charge:R:1
C 0.94 -0.97 -0.18 -0.278
C 1.99 -0.33 0.27 -0.265
C 0.48 1.37 -0.12 -0.334
C -1.25 -0.41 0.68 -0.464
N -0.14 0.00 -0.31 -0.027
O 1.80 1.01 0.26 -0.333
S -2.84 0.17 0.04 -0.072
H 0.81 -1.93 -0.66 0.447
H 2.93 -0.74 0.62 0.431
H 0.42 2.02 -1.13 0.302
H 0.03 1.87 0.76 0.323
H -1.11 -1.53 0.47 0.339
H -0.81 -0.09 1.69 0.419
H -0.65 -0.05 -1.25 0.371
H -2.59 -0.39 -1.15 0.139
```

The total charge is +1. Its SMILES is SC[N@@H+]1C=COC1. For the LUMO energy, the calculation gives -3.5733 eV. Its HOMO-LUMO gap is 10.62 eV. Its multiplicity is 1.

---

List of relative energies, unit hartree: run a 0.0000; run b 0.0255; run c 0.0436